DFT (ωB97M-V with the def2-TZVPD basis set) results for a 10-piece molecular cluster, C18H56N4O10 overall.

The geometry in XYZ format:
```
88
Properties=species:S:1:pos:R:3:mulliken_charge:R:1
C -3.251 -0.449 -2.304 0.446
O -4.580 -0.800 -2.608 -0.668
H -2.721 -1.116 -1.711 -0.182
H -3.228 0.513 -1.783 -0.075
H -2.723 -0.299 -3.258 -0.072
H -4.840 -1.680 -2.190 0.396
C 0.368 -1.211 2.852 -0.101
O 1.396 -1.424 3.834 -0.647
H 0.273 -0.144 2.743 0.029
H -0.559 -1.656 3.193 0.403
H 0.500 -1.450 1.801 -0.225
H 2.186 -1.042 3.406 0.261
C -0.252 0.099 -0.509 0.702
O -1.352 -0.200 0.329 2.014
H 0.103 1.022 -0.192 -0.363
H -0.613 0.253 -1.512 -0.391
H 0.602 -0.477 -0.430 -0.670
H -1.585 0.526 0.924 -0.677
C -0.251 0.605 -4.877 -0.272
O -0.328 -0.582 -5.599 -0.626
H -0.317 1.495 -5.523 0.351
H 0.747 0.712 -4.466 0.268
H -0.923 0.599 -4.033 -0.109
H -0.565 -1.335 -5.019 0.471
C 0.475 -2.614 -2.475 0.533
O -0.506 -2.003 -3.168 -0.698
N 0.164 -3.240 -1.417 -0.238
N 1.694 -2.698 -2.858 -0.350
H -0.634 -2.886 -0.941 0.078
H 0.799 -3.756 -0.827 0.310
H 2.035 -2.137 -3.680 0.284
H 2.505 -2.906 -2.216 0.245
C -3.106 -3.167 0.449 0.418
O -4.043 -2.201 0.321 -0.721
N -1.840 -2.829 0.631 -0.094
N -3.390 -4.369 0.568 -0.316
H -1.630 -1.811 0.542 -0.412
H -1.154 -3.431 0.988 0.325
H -4.335 -4.681 0.607 0.306
H -2.670 -5.133 0.736 0.188
C 1.990 1.907 2.259 -1.345
C 3.361 1.286 2.444 1.019
C 4.255 2.310 3.247 -1.532
O 3.588 0.180 2.988 -0.522
H 1.418 1.950 3.204 0.467
H 1.403 1.301 1.444 -0.126
H 2.042 2.928 1.993 0.653
H 3.764 1.214 1.413 -0.100
H 5.316 1.928 3.359 0.375
H 4.046 2.551 4.279 0.361
H 4.348 3.223 2.648 0.381
H 4.484 -0.133 2.694 0.420
C 3.428 -0.611 -0.713 -0.462
C 3.802 -1.999 -0.289 0.101
C 2.794 -2.518 0.732 0.053
O 3.942 -2.895 -1.141 -0.560
H 4.183 0.114 -0.747 0.575
H 2.642 -0.196 -0.090 -0.486
H 2.961 -0.563 -1.779 0.150
H 4.856 -1.928 0.147 0.516
H 1.737 -2.255 0.463 -0.805
H 3.060 -1.972 1.652 0.130
H 2.756 -3.657 0.853 0.405
H 4.749 -2.630 -1.651 0.421
C -3.601 1.484 1.561 -0.859
C -2.554 1.660 2.661 -0.322
C -2.590 0.276 3.416 -0.654
O -1.342 1.735 2.238 -0.389
H -3.366 2.217 0.754 -0.113
H -4.568 1.697 1.942 0.573
H -3.559 0.464 1.158 0.161
H -2.821 2.483 3.288 0.648
H -2.215 -0.478 2.692 -0.372
H -3.609 0.005 3.753 0.436
H -1.992 0.222 4.307 0.369
H -1.138 2.640 1.927 0.240
C -0.700 2.825 -2.516 -0.660
C -0.438 3.947 -1.510 0.338
C -1.794 4.377 -1.038 -1.067
O 0.296 3.772 -0.463 -0.467
H -0.500 3.286 -3.444 0.481
H -1.747 2.422 -2.558 0.157
H -0.018 2.022 -2.399 -0.169
H -0.028 4.734 -2.091 0.484
H -1.591 5.242 -0.404 0.358
H -2.058 3.537 -0.393 -0.097
H -2.568 4.389 -1.837 0.384
H 1.127 3.412 -0.782 0.328
```

The HOMO-LUMO gap comes out at 0.319 Ha. The molar mass comes out at 488.7 u. The SMILES is NC(N)=O.NC(N)=O.CC(C)O.CC(C)O.CC(C)O.CC(C)O.CO.CO.CO.CO. Its LUMO energy is -0.0058 hartree. The value obtained for the energy above the lowest of the compared OMol25 structures with the same formula, charge and spin is 6.594 eV. The highest occupied orbital energy comes out at -0.325 Ha.